Arrangement i

10
Properties=species:S:1:pos:R:3 method="wB97M-V/def2-TZVPD" lumo_ev=-0.06 e_homo_ev=-8.37 spin_multiplicity=1
C 0.191 -0.566 1.684
O 0.436 1.596 -1.459
O 0.312 0.384 0.652
P 0.845 0.188 -0.857
S -1.261 -1.006 -2.010
H 0.836 -0.159 2.439
H 0.613 -1.546 1.246
H -0.765 -0.845 2.088
H 0.370 2.188 -0.716
H -1.577 -0.234 -3.068


Arrangement ii

10
Properties=species:S:1:pos:R:3 method="wB97M-V/def2-TZVPD" lumo_ev=0.56 smiles=OC(O)SP e_homo_ev=-8.66 spin_multiplicity=1
C 0.844 -0.691 -0.113
O 0.999 0.580 0.381
O 1.464 -0.951 -1.279
P -1.545 0.640 1.112
S -1.218 -0.774 -0.384
H 1.058 -1.484 0.606
H 1.904 0.889 0.243
H 1.124 -0.369 -1.978
H -1.711 1.758 0.287
H -2.920 0.401 1.124


Least stable of them? arrangement ii.


Arrangement i

11
Properties=species:S:1:pos:R:3 method="wB97M-V/def2-TZVPD" lumo_ev=-7.46 total_charge=+1 e_homo_ev=-14.61 spin_multiplicity=1
C -0.931 1.575 -0.742
C -0.819 1.265 0.791
C 1.021 -1.741 -0.196
N -0.618 0.724 -1.566
N -0.033 0.148 0.954
N 0.234 -0.655 0.129
S -1.250 2.157 2.091
H -1.279 2.629 -0.753
H 1.877 -1.480 -0.918
H 0.291 -2.517 -0.447
H 1.508 -2.105 0.658


Arrangement ii

11
Properties=species:S:1:pos:R:3 method="wB97M-V/def2-TZVPD" lumo_ev="-6.82 / -6.57" total_charge=+1 e_homo_ev="-13.13 / -13.69" spin_multiplicity=1
C 0.086 -0.309 0.267
C 0.636 1.135 -1.429
C -0.783 -0.837 1.255
N 2.058 -0.371 -0.771
N 1.289 -0.709 0.021
N -0.305 0.766 -0.600
S 1.487 2.001 -2.426
H -1.691 -1.258 0.749
H -1.299 0.064 1.786
H -0.236 -1.447 1.982
H -1.243 0.965 -0.835


Least stable of them? arrangement i.


Arrangement i

7
Properties=species:S:1:pos:R:3 method="wB97M-V/def2-TZVPD" lumo_ev="-0.22 / -0.52" e_homo_ev="-9.72 / -9.13" spin_multiplicity=1
C -0.420 0.986 -0.925
N 0.643 0.442 -1.015
N 0.668 -1.156 1.130
O 1.573 -1.880 1.284
O -0.437 -0.868 1.358
H -0.980 1.685 -1.736
H -1.047 0.790 -0.097


Arrangement ii

7
Properties=species:S:1:pos:R:3 method="wB97M-V/def2-TZVPD" lumo_ev=-0.28 smiles="N=C=O.N=O" e_homo_ev=-9.67 spin_multiplicity=1
C 1.478 -0.047 -0.048
N -1.896 1.151 0.065
N 1.113 -1.188 -0.043
O 1.787 0.990 0.333
O -1.390 0.183 -0.439
H 1.356 -1.819 -0.801
H -2.447 0.731 0.934


Least stable of them? arrangement i.


Arrangement i

7
Properties=species:S:1:pos:R:3 method="wB97M-V/def2-TZVPD" lumo_ev=0.19 smiles="C=N[N+](=O)[O-]" e_homo_ev=-10.46 spin_multiplicity=1
C 0.194 0.011 0.066
N 1.340 -0.194 0.484
N 2.756 0.005 -0.016
O 3.040 1.138 -0.243
O 3.401 -0.987 -0.051
H -0.586 -0.104 0.818
H -0.118 0.261 -0.946


Arrangement ii

7
Properties=species:S:1:pos:R:3 method="wB97M-V/def2-TZVPD" lumo_ev=0.58 smiles="[H]/N=N/[H].O=C=O" e_homo_ev=-9.57 spin_multiplicity=1
C 2.425 0.170 -0.470
N -1.214 -0.044 0.472
N -2.393 -0.156 0.109
O 2.106 1.270 -0.491
O 2.681 -0.942 -0.461
H -1.055 0.896 0.831
H -2.551 -1.194 0.011


Least stable of them? arrangement i.


Arrangement i

52
Properties=species:S:1:pos:R:3 method="wB97M-V/def2-TZVPD" lumo_ev=-4.70 total_charge=+1 e_homo_ev=-9.49 spin_multiplicity=1
C 1.769 -2.085 -2.588
C 0.669 -2.350 -3.306
N -0.309 -2.604 -3.914
N 2.311 -2.968 -1.679
C 3.421 -2.629 -0.924
C 3.952 -3.498 -0.020
C 3.380 -4.746 0.153
C 2.269 -5.104 -0.593
C 1.754 -4.221 -1.492
H 2.236 -1.126 -2.711
H 3.860 -1.659 -1.065
H 4.818 -3.220 0.557
H 3.803 -5.445 0.855
H 1.822 -6.079 -0.464
H 0.901 -4.484 -2.092
C -0.509 -1.886 2.475
C -0.307 -0.425 2.330
N 0.402 0.344 3.215
C 1.115 -0.146 4.399
C 0.419 1.674 2.755
C -0.308 1.731 1.554
C -0.361 2.925 0.825
C 0.266 4.042 1.318
C 0.969 3.987 2.523
C 1.058 2.817 3.240
C -0.793 0.394 1.283
C -1.460 -0.054 0.120
C -2.073 0.767 -0.882
C -2.798 1.941 -0.584
C -3.279 2.746 -1.588
C -3.069 2.425 -2.926
C -3.523 3.347 -4.005
C -2.402 1.241 -3.229
C -1.935 0.414 -2.239
H -1.120 -2.290 1.666
H 0.446 -2.416 2.465
H -1.019 -2.110 3.414
H 1.651 0.661 4.895
H 0.415 -0.580 5.113
H 1.838 -0.908 4.109
H -0.861 2.957 -0.123
H 0.225 4.964 0.760
H 1.463 4.875 2.881
H 1.627 2.767 4.150
H -1.375 -1.105 -0.109
H -2.976 2.198 0.448
H -3.827 3.641 -1.352
H -3.307 2.938 -4.993
H -4.597 3.529 -3.949
H -3.014 4.309 -3.930
H -2.239 0.985 -4.261
H -1.396 -0.485 -2.489


Arrangement ii

52
Properties=species:S:1:pos:R:3 method="wB97M-V/def2-TZVPD" lumo_ev=-2.61 total_charge=+1 smiles=Cc1c([C@@H](c2ccccc2)n2c(C)[nH+]c3ccccc32)c2ccccc2n1C e_homo_ev=-10.54 spin_multiplicity=1
C -2.566 1.072 1.177
C -1.195 0.713 1.615
N -0.871 0.696 2.944
C -1.787 1.034 4.043
C 0.478 0.369 3.101
C 1.065 0.225 1.810
C 2.455 -0.027 1.733
C 3.230 0.080 2.916
C 2.609 0.301 4.182
C 1.212 0.479 4.302
C -0.018 0.553 0.868
C -0.068 0.676 -0.605
C 1.280 0.784 -1.292
C 2.109 1.765 -0.687
C 3.331 2.162 -1.294
C 3.678 1.597 -2.540
C 2.860 0.605 -3.145
C 1.655 0.221 -2.510
H -2.594 1.319 0.107
H -3.331 0.292 1.295
H -2.893 1.951 1.745
H -1.210 0.971 4.978
H -2.182 2.072 3.957
H -2.635 0.312 4.096
H 2.871 -0.223 0.730
H 4.332 -0.021 2.848
H 3.246 0.378 5.103
H 0.724 0.763 5.259
H -0.953 1.490 -0.950
H 1.791 2.218 0.248
H 3.967 2.941 -0.792
H 4.612 1.867 -3.044
H 3.119 0.138 -4.133
H 0.988 -0.542 -2.954
C -1.690 1.293 -3.497
C -1.556 -0.016 -2.694
N -0.897 -0.281 -1.576
C -1.045 -1.651 -1.231
C -1.783 -2.178 -2.252
C -2.321 -3.467 -2.173
C -1.952 -4.184 -1.014
C -1.149 -3.640 -0.025
C -0.664 -2.339 -0.127
N -2.100 -1.162 -3.151
H -1.121 2.087 -2.954
H -1.273 1.124 -4.529
H -2.792 1.505 -3.535
H -2.980 -3.782 -2.955
H -2.316 -5.216 -0.910
H -0.919 -4.222 0.843
H -0.039 -1.890 0.614
H -2.711 -1.209 -3.947


Least stable of them? arrangement i.


Arrangement i

11
Properties=species:S:1:pos:R:3 method="wB97M-V/def2-TZVPD" lumo_ev=-0.71 e_homo_ev=-8.46 spin_multiplicity=1
C 0.884 -0.603 1.179
C -1.547 -0.222 0.289
C 0.616 0.577 -1.461
P 0.142 -0.694 2.661
P -1.841 -0.246 1.929
P -0.034 -0.718 -0.398
H 2.093 -0.419 1.052
H -2.518 -0.380 -0.290
H 1.421 1.137 -0.903
H -0.109 1.349 -1.584
H 0.894 0.219 -2.473


Arrangement ii

11
Properties=species:S:1:pos:R:3 method="wB97M-V/def2-TZVPD" lumo_ev="-1.78 / -1.25" smiles="C/P=C/C=P#P" e_homo_ev="-7.70 / -7.97" spin_multiplicity=1
C 1.328 1.402 0.134
C 0.248 0.611 0.169
C -1.832 -1.137 -0.343
P 3.043 0.791 0.077
P -0.119 -1.071 0.364
P 3.327 -1.153 0.194
H 1.318 2.513 0.370
H -0.728 1.280 0.246
H -1.917 -0.663 -1.357
H -2.419 -0.515 0.214
H -2.248 -2.058 -0.069


Least stable of them? arrangement ii.


Arrangement i

6
Properties=species:S:1:pos:R:3 method="wB97M-V/def2-TZVPD" lumo_ev=4.17 total_charge=-1 e_homo_ev=-2.80 spin_multiplicity=1
N 0.737 -1.692 0.219
N 0.129 1.476 0.118
N -0.111 -1.687 -0.479
O -0.864 1.406 0.837
O 1.145 2.150 0.526
O -1.036 -1.652 -1.220


Arrangement ii

6
Properties=species:S:1:pos:R:3 method="wB97M-V/def2-TZVPD" lumo_ev=4.19 total_charge=-1 e_homo_ev=-2.69 spin_multiplicity=1
N -0.949 0.760 0.135
N 1.358 0.073 0.451
N -1.707 0.201 -0.484
O -2.475 -0.520 -1.068
O 2.077 -0.088 -0.565
O 1.696 -0.426 1.532


Least stable of them? arrangement ii.


Arrangement i

6
Properties=species:S:1:pos:R:3 method="wB97M-V/def2-TZVPD" lumo_ev=1.37 smiles="[H]/N=N/N" e_homo_ev=-9.38 spin_multiplicity=1
N 0.042 -0.671 0.422
N 0.351 0.536 0.252
N -0.180 0.742 -0.861
H 0.373 -1.334 1.228
H -0.779 -0.926 0.144
H 0.193 1.652 -1.184


Arrangement ii

6
Properties=species:S:1:pos:R:3 method="wB97M-V/def2-TZVPD" lumo_ev=1.35 smiles=N#N.N e_homo_ev=-10.17 spin_multiplicity=1
N -2.644 0.143 -0.869
N -1.896 -0.614 -1.137
N 0.914 0.264 0.576
H 0.945 0.127 -0.428
H 0.913 -0.652 1.008
H 1.768 0.733 0.850


Least stable of them? arrangement i.